This record from the OMol25 dataset describes C4H4N2O2 in the gas phase. The level of theory is the ωB97M-V functional and the def2-TZVPD basis.

Bonds (Å) are listed after each position.
Cartesian coordinates (Å):
1 N 3.1358 0.5089 -0.2290  C2 1.164
2 C 2.1203 -0.0298 -0.0465  N1 1.164, C3 1.386
3 C 1.0472 -0.8005 0.3726  C2 1.386, C4 1.332, H9 1.076
4 C -0.1914 -0.5530 -0.0515  C3 1.332, N5 1.306, O6 1.445
5 N -1.3393 -1.1732 0.0031  C4 1.306, H10 1.006, H11 1.063
6 O -0.2568 0.5968 -0.9245  C4 1.445, C7 1.345
7 C -0.6336 1.6993 -0.2530  O6 1.345, O8 1.209, H12 1.119
8 O -0.3356 1.8922 0.9026  C7 1.209
9 H 1.2040 -1.6714 0.9847  C3 1.076
10 H -2.0230 -1.2053 -0.7345  N5 1.006
11 H -1.5395 -1.6191 0.9473  N5 1.063
12 H -1.1879 2.3550 -0.9713  C7 1.119

E_LUMO in Ha: 0.016
Energy relative to the best compared isomer or geometry (same formula, charge and spin) in kcal/mol: 49.4
HOMO energy in eV: -9.18
Max |F| in eV/A: 4.79